Here is a 7-piece molecular cluster, C45H44IN7S overall from the OMol25 dataset. Energies are from ωB97M-V/def2-TZVPD.

As for the structure (SMILES): ICCCc1cccc2c1Sc1ccccc1N2.c1ccncc1.c1ccncc1.c1ccncc1.c1ccncc1.c1ccncc1.c1ccncc1. The calculation puts the frontier orbital gap at 7.569 eV. Its total energy is -2819.6614 hartree. The HOMO energy comes out at -7.562 eV.

Structure (ORCA input):
```
! wB97M-V def2-TZVPD RIJCOSX def2/J DEFGRID3
* xyz 0 1
I -2.6840 3.1225 3.0325
S 0.2129 2.9184 -2.0551
N 1.1573 -7.1994 -1.5462
N -2.1997 -3.5594 1.1661
N 3.3236 1.9443 -2.2197
N 1.4800 4.1746 6.8394
N 5.6834 3.1087 2.7643
N -1.4732 -3.1252 -4.8394
N -5.0751 1.8386 -2.3031
C 3.1577 3.3244 -1.6201
C -1.9196 1.4043 1.8910
C 2.1567 1.9479 6.1975
C 8.0601 3.2744 3.1534
C -2.1737 -3.2214 -5.9907
C -3.2791 -2.4405 -6.2878
C -1.8952 0.4315 -0.6931
C 2.4057 0.9162 -1.5912
C 4.3631 5.6006 -0.4689
C 1.2113 -8.3777 -0.8879
C -6.5207 0.3775 -3.5692
C -2.2884 1.6885 0.2855
C 3.0421 -0.5269 -1.0439
C -4.4137 -4.4677 1.4840
C 2.2654 3.0846 6.9827
C -3.6964 -1.5053 -5.3466
C 0.7647 1.1971 -1.4339
C 6.7396 3.4077 3.5515
C -3.1917 -4.4140 0.8329
C -4.6331 -3.5953 2.5448
C -3.6299 -2.7047 2.9129
C 5.9630 2.6542 1.5231
C -5.4251 2.2131 -4.6621
C 0.5432 4.1220 5.8678
C -4.8535 2.5322 -3.4408
C 0.6767 -6.1420 -0.8562
C 0.8056 -8.5460 0.4262
C 1.1811 1.9234 5.2065
C 0.2508 -6.2103 0.4607
C -2.4426 -2.7234 2.1988
C -0.2885 0.1096 -0.7911
C 0.3374 -1.3265 -0.2449
C -5.9054 0.7767 -2.3935
C 7.2492 2.4840 1.0364
C 1.9531 -1.5946 -0.3688
C 0.3557 3.0300 5.0358
C 4.5568 4.1107 -1.1512
C 0.3170 -7.4380 1.1110
C 8.3159 2.8022 1.8702
C -6.2742 1.1130 -4.7237
C -1.9010 -2.2072 -3.9457
C 1.4547 5.5152 -0.7934
C 2.8601 6.2722 -0.2935
C 1.6487 4.0264 -1.4530
C -2.9966 -1.3839 -4.1505
H 0.3854 5.9832 -0.6678
H 4.1960 -0.7459 -1.1516
H -1.3200 -2.1479 -3.0297
H -3.7696 -2.0125 3.7354
H -2.2419 0.7235 -1.7961
H -4.1809 3.3797 -3.3421
H 1.0651 1.0494 4.5722
H 4.3245 1.6361 -2.2415
H -7.1765 -0.4856 -3.5842
H 5.3484 6.1464 -0.1200
H 5.6148 3.5888 -1.3103
H -3.4797 1.7627 0.2671
H -0.0090 -7.5307 2.1428
H 3.0090 3.1509 7.7714
H -1.8110 -3.9677 -6.6916
H 6.4883 3.7687 4.5449
H -0.7440 1.2999 1.9283
H -0.3990 -2.1158 0.2574
H -2.4772 0.3970 2.2063
H 1.6033 -9.2114 -1.4637
H 0.6418 -5.2071 -1.4079
H -5.2131 2.8071 -5.5438
H 2.8163 1.1022 6.3552
H -3.8023 -2.5588 -7.2299
H 0.8694 -9.5167 0.9046
H 9.3382 2.6831 1.5232
H -6.0686 0.2370 -1.4652
H -2.9712 -5.0766 0.0010
H -6.7396 0.8311 -5.6637
H -5.5781 -3.6090 3.0801
H 5.0972 2.4229 0.9095
H -2.4377 -0.5670 -0.4119
H -0.1239 -5.3279 0.9668
H 7.4151 2.1127 0.0314
H -1.6306 -2.0451 2.4454
H 2.8000 7.3230 0.2171
H -0.0735 5.0113 5.7716
H -1.8968 2.7325 -0.0865
H 8.8694 3.5317 3.8273
H -0.4144 3.0420 4.2728
H 2.3763 -2.6205 0.0344
H -3.2967 -0.6651 -3.3965
H -5.1757 -5.1729 1.1719
H -4.5595 -0.8761 -5.5435
*
```